{"formula": "C23H45Br2N6O2", "method": "ωB97M-V/def2-TZVPD", "elements": ["C", "C", "Br", "C", "Br", "N", "C", "N", "C", "N", "N", "H", "H", "H", "H", "H", "H", "H", "H", "H", "C", "C", "C", "C", "C", "C", "N", "O", "C", "C", "C", "H", "H", "H", "H", "H", "H", "H", "H", "H", "H", "H", "H", "H", "H", "H", "H", "H", "H", "C", "C", "C", "C", "C", "C", "N", "O", "C", "C", "C", "H", "H", "H", "H", "H", "H", "H", "H", "H", "H", "H", "H", "H", "H", "H", "H", "H", "H"], "positions_angstrom": [[-0.611, 0.745, 6.115], [-2.170, 0.238, 6.137], [-2.924, 0.852, 7.930], [-3.076, 0.728, 4.858], [-2.215, 0.208, 3.083], [-4.368, -0.115, 4.912], [-5.513, 0.307, 5.545], [-6.705, -0.624, 5.560], [-7.667, 0.243, 6.391], [-7.092, 1.584, 6.796], [-5.785, 1.613, 6.259], [-0.102, 0.742, 5.060], [-0.011, 0.020, 6.849], [-0.493, 1.830, 6.579], [-2.218, -0.946, 6.159], [-3.329, 1.889, 4.868], [-4.334, -1.068, 4.475], [-8.772, -0.019, 6.708], [-7.495, 2.375, 7.360], [-5.069, 2.371, 6.310], [-3.615, -2.372, -1.942], [-2.404, -1.542, -1.435], [-1.969, -0.545, -2.540], [-1.287, -1.233, -3.717], [-0.115, -2.086, -3.248], [-0.458, -3.069, -2.096], [-1.287, -2.450, -1.007], [-0.421, -1.698, -0.193], [-1.197, -4.314, -2.655], [0.897, -3.665, -1.577], [-3.007, -0.728, -0.242], [-4.519, -1.754, -2.005], [-3.484, -2.777, -2.943], [-3.841, -3.201, -1.260], [-1.278, 0.200, -2.122], [-2.835, 0.019, -2.906], [-2.003, -1.846, -4.276], [-0.925, -0.474, -4.420], [0.286, -2.637, -4.107], [0.685, -1.406, -2.925], [-1.546, -4.962, -1.844], [-0.531, -4.919, -3.284], [-2.046, -4.071, -3.292], [1.602, -2.889, -1.258], [1.407, -4.230, -2.367], [0.734, -4.351, -0.736], [-3.335, -1.396, 0.564], [-3.881, -0.147, -0.563], [-2.301, -0.002, 0.179], [4.917, 2.225, -3.981], [4.655, 2.875, -2.594], [5.833, 2.546, -1.643], [5.845, 1.086, -1.204], [4.509, 0.690, -0.588], [3.272, 1.045, -1.456], [3.330, 2.425, -2.046], [2.962, 3.333, -1.036], [3.102, 0.009, -2.598], [2.000, 0.807, -0.570], [4.685, 4.408, -2.909], [5.734, 2.736, -4.507], [5.228, 1.184, -3.928], [4.031, 2.290, -4.623], [5.782, 3.180, -0.747], [6.790, 2.783, -2.125], [6.082, 0.429, -2.048], [6.643, 0.934, -0.468], [4.523, -0.386, -0.375], [4.430, 1.190, 0.387], [2.303, 0.308, -3.286], [2.827, -0.976, -2.199], [4.008, -0.161, -3.176], [2.025, 1.382, 0.364], [1.917, -0.246, -0.274], [1.082, 1.069, -1.111], [3.868, 4.687, -3.587], [5.626, 4.692, -3.397], [4.613, 5.029, -2.009]], "atomic_forces_ev_per_a": [[0.472, -0.004, 0.974], [1.445, -0.520, -1.181], [0.242, -0.415, -1.491], [-0.491, -0.351, 1.141], [-0.716, 0.570, 1.762], [-0.512, 2.145, 0.912], [-2.902, -0.298, 0.960], [-0.584, 7.526, 4.122], [3.471, 1.032, -1.108], [-0.373, -4.633, -2.159], [0.759, -3.924, -2.274], [-1.244, -0.204, 1.989], [-1.314, 1.602, -1.743], [-0.486, -2.266, -1.090], [0.061, 2.601, -0.023], [0.600, -2.606, -0.158], [-0.354, 1.340, 0.680], [2.644, 0.497, -0.795], [0.671, -1.319, -0.938], [-1.350, -0.789, 0.425], [0.003, -0.202, -0.109], [-1.953, 0.396, -0.047], [0.331, -0.098, 0.023], [-0.078, -0.064, -0.051], [-0.072, 0.379, 0.239], [0.714, -1.841, -0.964], [3.325, 3.677, 1.343], [-2.432, -2.218, -1.662], [-0.232, 0.002, -0.147], [-0.272, 0.628, 0.512], [0.749, -0.173, 0.108], [0.320, 0.061, 0.144], [0.114, -0.059, 0.085], [0.133, 0.118, -0.105], [-0.052, -0.197, 0.139], [-0.029, -0.205, 0.260], [-0.005, 0.040, 0.060], [-0.054, -0.116, 0.070], [-0.035, -0.152, 0.311], [-0.151, -0.196, 0.158], [0.032, 0.191, -0.076], [0.034, 0.286, 0.221], [-0.037, 0.044, 0.112], [-0.311, -0.070, 0.077], [-0.427, 0.160, -0.024], [-0.038, 0.189, -0.136], [0.111, 0.015, -0.159], [0.207, -0.298, -0.221], [0.060, -0.275, -0.164], [-0.063, -0.230, -0.061], [1.110, 0.679, -1.599], [-0.229, -0.128, 0.240], [0.040, -0.042, -0.085], [0.125, 0.367, 0.057], [-0.901, -1.855, -0.048], [0.216, 2.552, 4.402], [0.571, -2.246, -2.917], [0.235, -0.065, -0.155], [0.250, 0.767, -0.009], [-0.498, -0.116, 0.616], [-0.200, 0.085, 0.300], [-0.125, -0.025, 0.058], [0.097, -0.020, 0.183], [-0.195, -0.005, -0.167], [-0.298, 0.080, -0.141], [-0.017, 0.067, 0.004], [-0.098, -0.019, -0.105], [-0.280, 0.138, -0.126], [-0.181, 0.049, -0.184], [0.164, 0.085, 0.102], [0.052, 0.313, 0.155], [-0.029, 0.131, -0.039], [0.043, 0.097, -0.327], [0.234, 0.135, -0.317], [0.202, 0.012, 0.047], [0.093, -0.112, 0.168], [-0.146, -0.417, 0.068], [-0.169, -0.281, -0.119]], "mulliken_spin": [0.000, 0.000, 0.000, 0.000, 0.000, 0.000, 0.000, 0.000, 0.000, 0.000, 0.000, 0.000, 0.000, 0.000, 0.000, 0.000, 0.000, 0.000, 0.000, 0.000, 0.006, 0.047, 0.015, -0.019, 0.034, 0.024, 0.295, 0.611, 0.011, -0.011, -0.018, 0.000, 0.001, -0.006, 0.005, 0.001, 0.000, 0.001, 0.001, -0.011, -0.008, 0.001, 0.001, 0.003, 0.000, 0.002, 0.004, 0.000, 0.002, 0.012, 0.027, 0.021, -0.018, 0.017, 0.006, 0.274, 0.646, 0.041, 0.006, -0.004, 0.001, 0.000, -0.007, 0.003, 0.000, 0.001, 0.002, 0.000, 0.003, -0.021, 0.001, 0.001, 0.002, 0.002, -0.009, 0.000, 0.000, 0.000], "charge": 1, "homo_ev": [-10.283, -10.858], "multiplicity": 3, "lumo_energy_ev": [-4.0, -4.0], "s_squared": 2.010, "gap_ev": [6.29, 6.86]}